Record 1
Density functional theory data (ωB97M-V/def2-TZVPD) for a structure of composition C3H3FN2S in a non-equilibrium geometry.

Computed properties:
- Highest occupied orbital energy (alpha / beta): -11.2 / -11.2 eV
- Total charge: 0
- Energy relative to the best compared isomer or geometry (same formula, charge and spin): 5.954 eV

Each line ends with the natural charge from an NBO analysis.
Geometry (Å):
S -1.051504 -1.749234 -0.011967  0.654
F 0.422303 2.444525 -0.042985  -0.552
N -2.494245 -0.805264 0.041808  -0.275
N -2.261567 0.421243 -0.021139  -0.218
C 1.362575 -0.153674 -0.019796  -0.641
C -0.965781 0.609586 -0.084460  0.567
C -0.065005 -0.385116 0.031724  -0.296
H 1.721060 -1.001550 0.565893  0.215
H 1.864058 -0.154681 -0.921893  0.251
H 1.468109 0.774167 0.462816  0.296

Forces on the atoms, in the same order (eV/Å):
S -0.4 0.2 0.5
F -2.5 -2.5 -0.1
N -0.4 -2.3 -0.3
N 0.3 2.7 0.0
C -0.1 -2.3 2.6
C 1.4 1.6 0.6
C -0.6 1.1 -1.9
H 0.9 0.3 0.2
H 0.5 0.0 -2.2
H 0.7 1.1 0.6

Record 2
Density functional theory data (ωB97M-V/def2-TZVPD) for a structure of composition C25H15AuCl2N3O2 in a non-equilibrium geometry.

Computed properties:
- Highest occupied orbital energy: -10.7 eV
- Total charge: +1
- Energy relative to the best compared isomer or geometry (same formula, charge and spin): 0.163 eV

Each line ends with the natural charge from an NBO analysis.
Geometry (Å):
Au 0.240252 0.591412 -0.249982  1.489
Cl -1.736481 4.945798 -0.156546  0.039
Cl -6.175212 3.409129 2.465958  0.038
O -0.971291 2.249401 0.022984  -0.765
O -1.560333 -0.556981 0.925916  -0.642
N -0.346730 0.043900 -2.174074  -0.486
N 1.500323 0.804514 1.397103  -0.486
N 1.503917 -1.016000 -0.561253  -0.543
C -2.132685 2.390892 0.593300  0.442
C 2.111884 1.651318 3.523282  -0.259
C 1.785745 -2.889001 -2.174702  -0.230
C -3.889844 4.017663 1.154696  -0.176
C 1.397941 1.733273 2.325855  0.096
C 4.021910 -2.420062 1.837487  -0.163
C -2.572596 -0.000390 1.330691  0.443
C -1.801892 0.039987 -4.043417  -0.262
C 0.323060 -3.011790 -4.097333  -0.208
C -4.651551 3.016055 1.762132  -0.086
C 2.355546 -1.242507 0.498059  0.139
C 2.299542 -0.283191 1.553318  0.210
C 1.340535 -3.524256 -3.344494  -0.159
C -2.936215 1.393038 1.221560  -0.300
C 3.063214 -0.423579 2.731324  -0.086
C -2.677675 3.712435 0.593155  -0.134
C -1.294862 0.624490 -2.880678  0.096
C 0.186272 -1.153608 -2.532431  0.211
C -4.176737 1.733968 1.790204  -0.151
C 2.936311 0.573913 3.723136  -0.073
C 3.926137 -1.527916 2.867451  -0.199
C -0.266466 -1.794571 -3.705223  -0.091
C 1.211703 -1.713533 -1.712866  0.140
C 3.257129 -2.282694 0.668857  -0.230
C -1.290190 -1.166204 -4.447717  -0.063
H 1.824695 -4.443613 -3.643803  0.235
H 0.745728 2.568638 2.101972  0.239
H 4.699384 -3.259556 1.911437  0.235
H -0.026567 -3.512265 -4.990028  0.233
H 3.505724 0.475403 4.638520  0.239
H 2.590126 -3.361129 -1.645085  0.220
H -1.657701 -1.650471 -5.343444  0.237
H -1.644986 1.584329 -2.520842  0.239
H -2.578209 0.543576 -4.599540  0.250
H -4.255591 5.034912 1.126769  0.253
H 2.005693 2.430659 4.262827  0.250
H -3.325829 -0.616725 1.851572  0.137
H 4.506618 -1.645809 3.772257  0.231
H -4.765658 0.956125 2.260587  0.233
H 3.395908 -3.028980 -0.088953  0.220

Forces on the atoms, in the same order (eV/Å):
Au 1.8 -0.8 -0.8
Cl 0.0 0.2 0.0
Cl -0.1 0.0 0.1
O 1.3 -0.7 -0.5
O -0.3 0.0 0.2
N -0.6 0.5 1.2
N -1.4 0.2 -0.3
N -1.3 1.8 0.3
C -1.0 0.0 0.5
C 0.2 -0.1 0.0
C 0.1 0.3 0.4
C -0.1 -0.1 0.1
C -0.1 0.2 -0.1
C 0.0 0.2 0.3
C 0.0 -0.4 0.1
C 0.1 -0.2 -0.1
C 0.1 -0.2 0.0
C 0.2 0.0 -0.1
C 0.5 -0.3 0.4
C 0.4 -0.4 0.1
C -0.2 0.1 -0.2
C 0.4 0.6 -0.3
C 0.0 0.1 0.0
C 0.4 -0.5 -0.1
C 0.0 0.2 0.0
C 0.2 -0.4 -0.2
C -0.1 0.0 0.0
C -0.1 0.1 -0.1
C 0.1 -0.2 -0.1
C 0.0 0.1 0.0
C 0.0 -0.5 -0.5
C -0.3 0.1 -0.3
C 0.0 0.2 0.1
H 0.0 0.0 0.0
H -0.1 -0.1 0.0
H 0.0 0.0 0.0
H 0.0 0.0 0.0
H 0.0 0.0 0.0
H 0.0 0.0 0.1
H 0.0 0.0 0.0
H 0.0 -0.1 0.1
H 0.0 0.0 0.0
H 0.0 0.0 0.0
H 0.0 0.0 0.0
H 0.0 0.0 0.0
H 0.0 0.0 0.0
H 0.0 0.0 0.0
H 0.0 0.0 -0.1

Record 3
Density functional theory data (ωB97M-V/def2-TZVPD) for a structure of composition C38H32BaCl3GeN3O2S6 in a non-equilibrium geometry.

Computed properties:
- Highest occupied orbital energy (alpha / beta): -4.4 / -4.4 eV
- Total charge: -1
- Spin multiplicity: 2
- Energy relative to the best compared isomer or geometry (same formula, charge and spin): 0.825 eV
- ⟨S²⟩: 0.7724

Each line ends with the Mulliken spin population.
Geometry (Å):
Ba 0.981184 -0.782065 0.199569  0.018
Ge 3.784867 1.446187 -1.089775  0.000
Cl 5.435797 0.639848 -2.397864  0.000
Cl 1.990508 0.499320 -2.416695  -0.001
Cl 3.658783 3.548039 -2.011178  0.000
S -1.695512 -3.229979 -1.079893  0.324
S -0.711036 -8.908105 -1.732095  0.112
S -1.753045 0.873792 -1.536112  -0.005
S -1.647717 -6.090338 -1.813346  -0.021
S 0.893523 -4.067278 1.006036  0.354
S 0.508983 -6.780423 -0.055198  -0.025
O 0.927005 1.880329 0.553381  -0.002
O -1.227966 -0.205902 -0.623282  -0.008
N 2.594903 -0.503750 2.203322  0.001
N -0.134500 -0.135847 2.575542  -0.012
N 3.399758 -1.964987 -0.022030  0.021
C 5.070354 -3.160331 -1.236077  0.009
C -1.012070 -4.742645 -0.886055  0.125
C -1.993160 0.636955 3.859442  0.003
C -2.428915 0.026116 -2.982241  0.005
C -1.421470 0.085379 2.700976  -0.009
C 2.361209 0.372134 5.844228  0.000
C 0.556441 4.068775 -0.344798  0.000
C 1.368139 3.606578 2.070237  0.000
C -0.641855 -7.352623 -1.204170  0.013
C 0.214572 0.625661 4.844636  -0.002
C 3.741455 -2.769199 -0.998214  -0.009
C -4.286475 -0.761354 -0.189389  0.029
C 2.890222 -0.085954 4.625681  0.001
C -1.811384 2.665881 -5.644309  0.000
C -6.578263 -1.259160 -0.750361  0.004
C -1.170207 0.903669 4.917687  0.001
C 1.060649 0.779632 5.966809  0.001
C -3.107890 2.953344 -6.059205  0.000
C 4.355696 -1.437000 0.798841  -0.004
C -5.655345 0.908629 -1.247980  0.000
C -5.353541 -1.649916 -0.219523  0.020
C 6.725408 -0.985674 1.269880  -0.002
C -4.181655 2.287096 -5.483537  0.000
C -3.270646 1.486466 -0.746699  0.001
C 4.967649 0.126251 2.511130  -0.002
C 0.055508 -5.082402 -0.017779  0.101
C 2.142722 -0.148390 3.439037  0.000
C 3.945139 -0.593928 1.907363  -0.003
C 0.716009 0.125159 3.609967  0.002
C -4.427792 0.526563 -0.709961  0.011
C -1.590592 1.714679 -4.656936  0.001
C 0.932409 3.084483 0.731820  0.000
C 5.728368 -1.680008 0.546883  -0.001
C -6.728806 0.025085 -1.262496  0.001
C 6.329799 -0.062712 2.192734  0.001
C 6.051391 -2.593773 -0.479944  -0.001
C -3.961924 1.336493 -4.493656  0.001
C -2.667961 1.038390 -4.076724  0.002
H -0.046012 4.890069 0.059241  0.000
H -2.044652 -0.186343 1.848340  0.005
H 3.017779 0.406636 6.708735  0.000
H -2.908102 1.751909 0.250911  0.000
H 0.658651 1.158279 6.901291  0.000
H -7.678173 0.337394 -1.682600  0.000
H -1.568418 1.305933 5.844864  0.000
H -5.193517 2.504694 -5.806886  0.000
H 4.715302 0.871736 3.251218  0.000
H 2.250478 3.052817 2.397165  0.000
H -3.324912 -0.526517 -2.702848  -0.003
H 3.919159 -0.407970 4.610408  0.000
H 2.935953 -3.144819 -1.626939  -0.008
H 1.569977 4.677236 2.054104  0.000
H -0.967687 3.181525 -6.090433  0.000
H 7.072477 0.534251 2.713276  0.000
H -4.799346 0.812105 -4.043421  0.000
H -3.278801 3.693666 -6.832247  0.000
H -0.575888 1.493216 -4.331273  0.000
H 1.484349 4.492076 -0.735906  0.000
H -7.408987 -1.955108 -0.772169  0.000
H -3.529626 2.409835 -1.270944  0.000
H 0.568377 3.396255 2.791171  0.000
H -3.061204 0.815794 3.906490  0.000
H -5.213889 -2.656570 0.161999  -0.001
H -3.327309 -1.092216 0.198372  -0.046
H 5.295816 -3.855388 -2.035056  0.000
H 7.771896 -1.158815 1.043602  0.000
H -1.640871 -0.693128 -3.223476  0.002
H 0.050155 3.564427 -1.161259  0.000
H -5.768370 1.905654 -1.666072  0.000
H 7.096676 -2.815822 -0.667335  0.000

Forces on the atoms, in the same order (eV/Å):
Ba 0.4 -1.1 -0.3
Ge 0.0 0.0 -0.1
Cl 0.0 0.0 0.0
Cl 0.0 0.2 -0.3
Cl 0.0 0.0 0.0
S 0.1 0.0 0.0
S -0.1 0.0 0.1
S 0.2 0.1 0.1
S -0.1 0.0 0.1
S 0.1 -0.1 0.1
S -0.1 0.0 0.1
O -0.3 0.6 -0.3
O -1.6 0.7 -0.6
N 0.4 0.0 0.6
N 0.1 0.1 0.5
N 0.4 -0.1 0.3
C 0.0 0.0 -0.2
C 0.0 0.0 0.0
C 0.0 0.0 0.1
C 0.1 0.1 -0.2
C 0.1 0.0 -0.1
C 0.1 -0.1 -0.1
C -0.1 -0.1 0.3
C 0.0 0.1 0.1
C 0.2 0.1 -0.2
C 0.0 -0.1 -0.1
C 0.0 0.0 0.2
C 0.0 0.0 0.0
C -0.1 0.1 0.1
C 0.0 0.0 0.0
C 0.1 0.1 0.0
C 0.0 0.0 0.0
C 0.0 0.0 0.0
C 0.0 0.0 0.0
C 0.0 -0.1 -0.1
C 0.0 0.0 0.0
C 0.0 0.0 0.0
C 0.0 0.0 0.0
C 0.0 0.0 0.0
C -0.1 -0.1 0.0
C 0.2 0.0 0.0
C -0.1 0.0 -0.1
C 0.2 0.0 0.0
C -0.1 0.0 0.1
C -0.1 0.1 0.0
C 0.0 0.0 0.0
C 0.0 0.0 0.0
C 0.1 -0.2 0.0
C -0.1 0.1 0.0
C 0.1 0.0 0.0
C -0.1 0.1 0.1
C 0.0 0.0 0.0
C 0.0 0.0 0.0
C 0.1 0.0 0.1
H 0.1 -0.1 0.0
H 0.1 0.1 0.1
H 0.0 0.0 -0.1
H 0.0 0.0 0.0
H 0.0 0.0 -0.1
H 0.0 0.0 0.0
H 0.0 0.0 -0.1
H 0.1 0.0 0.0
H 0.0 0.0 0.0
H -0.1 0.0 0.0
H 0.0 0.0 0.0
H 0.0 0.0 0.0
H 0.1 0.0 0.1
H 0.0 0.0 0.0
H -0.1 0.0 0.0
H -0.1 0.0 0.0
H 0.0 0.0 0.0
H 0.0 0.0 0.0
H -0.1 0.0 0.0
H 0.1 0.0 0.0
H 0.0 0.0 0.0
H 0.0 0.0 0.0
H 0.1 0.0 -0.1
H 0.1 0.0 0.0
H 0.0 0.1 0.0
H -0.1 0.0 0.0
H 0.0 0.0 0.0
H -0.1 0.0 0.0
H 0.0 0.1 -0.1
H -0.1 -0.1 -0.1
H 0.0 -0.1 0.0
H 0.0 0.0 0.0

Question: Which of these has the lowest energy relative to the best compared isomer or geometry (same formula, charge and spin)?
Answer: C25H15AuCl2N3O2